# 1
8 unconnected molecules or ions with the total composition C48H120N8O16. Source: OMol25; level of theory: the ωB97M-V functional and the def2-TZVPD basis.

Structure (XYZ):
```
192
Properties=species:S:1:pos:R:3:forces:R:3:mulliken_charge:R:1
C -14.5700 2.4395 -2.2867 -0.06 -0.35 -0.01 -0.7381
O -13.5828 2.6660 -3.2404 0.51 1.00 -0.60 -0.3034
C -12.4152 1.9163 -3.0590 1.01 -0.62 -0.52 -0.5505
C -11.3273 2.3315 -4.0837 -1.02 0.51 -0.99 -0.5090
N -11.9643 2.3982 -5.3871 0.26 -0.73 -0.62 -0.4860
C -11.2734 3.2592 -6.3514 -0.49 -0.78 -0.33 -0.7446
C -9.9038 2.8505 -6.9989 -0.51 0.50 -0.99 -0.7420
O -8.7518 3.2785 -6.2976 0.25 0.05 1.27 -0.3167
C -7.5101 2.5865 -6.4891 -1.18 -0.27 -0.39 -0.7372
H -14.1961 2.6719 -1.2895 -0.19 0.30 0.22 0.2827
H -14.8559 1.3877 -2.2772 -0.19 -0.26 -0.02 0.3202
H -15.4298 3.0393 -2.5853 0.06 0.03 0.33 0.2280
H -12.6766 0.8794 -3.2698 0.14 -0.40 0.05 0.3401
H -12.0468 1.9606 -2.0341 0.06 0.22 0.19 0.4254
H -10.5188 1.6216 -4.2580 0.15 -0.10 1.04 0.2371
H -10.9334 3.3441 -3.9962 0.42 0.08 1.31 0.3749
H -12.9108 2.7276 -5.2618 -0.02 0.15 -0.20 0.2855
H -11.2428 4.2871 -5.9900 0.61 0.31 0.15 0.4379
H -12.0307 3.2744 -7.1352 0.45 0.18 -0.64 0.4399
H -9.9079 3.3249 -7.9803 -0.05 1.11 -0.12 0.4514
H -9.8496 1.8619 -7.4549 -0.04 -1.00 1.30 0.4382
H -7.1201 2.8612 -7.4692 0.21 -0.35 -0.14 0.2890
H -7.6955 1.5183 -6.3765 0.08 -0.25 -0.48 0.3270
H -6.7489 2.7963 -5.7377 -0.46 0.70 0.19 0.2504
C 13.7334 -9.5590 1.3981 0.31 0.94 1.72 -0.7800
O 14.0463 -8.1525 1.4004 0.15 -1.34 -1.48 -0.3126
C 14.4232 -7.7271 0.0804 -1.13 1.54 1.51 -0.6089
C 14.7726 -6.2082 0.2258 -0.86 -0.67 -3.33 -0.7347
N 13.5861 -5.3340 0.3820 -0.13 -1.38 0.92 -0.3254
C 13.9680 -4.0745 0.9073 -1.59 1.85 1.48 -0.6228
C 12.7280 -3.1232 1.0379 0.20 0.31 -0.75 -0.7414
O 11.8672 -3.4242 2.1540 2.32 -1.05 0.15 -0.3225
C 10.5335 -3.2921 1.9275 -2.13 0.84 0.19 -0.7681
H 13.6041 -9.7223 2.4680 -0.10 -0.55 -0.04 0.2432
H 14.5817 -10.1581 1.0671 0.00 -0.01 -0.28 0.3239
H 12.8031 -9.8535 0.9123 0.01 0.34 -0.44 0.3027
H 13.5515 -7.8159 -0.5680 -0.53 0.45 -0.06 0.3275
H 15.0802 -8.4192 -0.4463 1.10 0.32 0.57 0.4990
H 14.8631 -5.9299 -0.8241 1.60 -0.25 -0.39 0.3807
H 15.6787 -5.8935 0.7436 -0.21 -0.46 0.56 0.3691
H 12.9140 -5.7710 0.9963 -0.09 0.02 0.34 0.2362
H 14.7961 -3.6229 0.3612 -0.34 0.15 -0.51 0.4641
H 14.3207 -4.0776 1.9387 0.40 -0.52 0.44 0.3312
H 12.1612 -3.0933 0.1073 -0.25 -0.57 -0.12 0.4144
H 13.0539 -2.0860 1.1158 0.33 0.14 0.47 0.4192
H 9.9028 -3.3200 2.8161 0.78 -0.11 0.90 0.2830
H 10.0357 -4.0885 1.3743 0.44 0.04 -0.99 0.2997
H 10.3223 -2.2768 1.5920 -0.29 -0.02 -0.88 0.3225
C -1.3596 0.2758 1.9289 -0.16 1.82 -1.21 -0.7276
O -0.6364 1.4994 1.5251 0.64 -3.39 1.21 -0.3431
C -1.4240 2.5095 1.0631 -0.04 1.68 0.10 -0.4480
C -2.0164 2.3864 -0.3267 -0.58 -0.69 0.63 -0.9141
N -1.0429 2.1125 -1.3486 0.17 0.89 -0.81 -0.3476
C -0.3629 3.3645 -1.7954 -1.26 -2.00 1.23 -0.2866
C 0.8865 3.0325 -2.5359 0.90 1.69 -0.37 -0.7054
O 2.1232 3.0656 -1.7879 -0.11 -1.13 0.27 -0.3109
C 2.3919 1.9194 -0.9650 -1.41 -1.05 0.22 -0.4291
H -2.1599 0.5222 2.6267 0.24 0.13 0.51 0.3206
H -0.6661 -0.4639 2.3291 -0.06 0.26 -0.23 0.2382
H -1.9052 -0.0313 1.0366 0.25 -0.76 -0.05 0.3159
H -0.7006 3.3248 1.0533 -0.20 0.51 -0.15 0.2657
H -2.1701 2.7808 1.8099 -0.49 0.04 0.06 0.4548
H -2.5562 3.3196 -0.4875 0.19 0.21 -0.41 0.3892
H -2.8087 1.6387 -0.3634 -0.04 -0.30 0.12 0.3754
H -0.3268 1.4764 -1.0281 -0.24 -0.13 0.32 0.2371
H -0.1982 3.9840 -0.9138 0.49 0.44 -0.18 0.2751
H -1.0744 3.8698 -2.4485 0.11 0.15 -0.11 0.4114
H 0.9132 3.9139 -3.1766 0.98 -0.08 -0.39 0.3134
H 0.7731 2.1830 -3.2094 0.11 -0.39 0.32 0.3372
H 3.0628 2.0563 -0.1169 0.09 0.84 -0.40 0.3127
H 2.6696 0.9678 -1.4182 1.01 0.40 -1.31 0.3175
H 1.4933 1.4745 -0.5377 -0.58 0.87 0.64 -0.0519
C 12.1869 6.6384 -1.3344 0.02 -0.28 -0.19 -0.7574
O 10.9826 7.2292 -0.9264 -1.05 0.45 0.67 -0.3257
C 9.7905 6.7421 -1.5439 -0.46 0.19 -1.46 -0.5029
C 8.4392 7.5353 -1.2273 2.59 0.19 1.11 -0.9216
N 7.6678 7.0440 -0.0902 -0.30 -0.96 -0.66 -0.3366
C 8.3162 6.9736 1.2022 -0.25 1.18 1.89 -0.6076
C 7.3486 6.6311 2.4585 1.53 -0.08 -1.33 -0.6938
O 7.0501 5.2227 2.4345 -1.34 1.42 0.04 -0.3105
C 5.9097 4.9986 3.2870 1.01 -0.62 -0.39 -0.7372
H 12.3882 6.6875 -2.4045 -0.39 0.24 -0.40 0.3077
H 12.2117 5.5768 -1.0884 0.12 -0.15 0.30 0.3185
H 13.0109 7.1762 -0.8656 -0.18 -0.13 0.28 0.2437
H 9.6389 5.6673 -1.4436 0.10 -0.31 0.77 0.3574
H 9.9749 6.8230 -2.6152 -0.16 0.26 -0.46 0.5515
H 7.8122 7.6613 -2.1100 0.03 -0.53 0.04 0.3706
H 8.8332 8.5298 -1.0182 -0.27 0.34 0.24 0.3725
H 7.4118 6.1121 -0.3837 -0.51 -0.29 0.32 0.2376
H 8.7914 7.9469 1.3241 -0.64 0.69 0.48 0.4351
H 9.2585 6.4405 1.3288 -0.20 -1.31 -0.45 0.3316
H 6.4795 7.2786 2.5747 -0.59 -0.20 -1.11 0.3995
H 7.8025 6.8663 3.4212 1.02 -0.16 0.03 0.4027
H 5.7158 3.9293 3.2024 -0.03 0.05 0.42 0.2446
H 4.9922 5.5232 3.0202 0.15 0.31 -0.45 0.3131
H 6.1941 5.3118 4.2916 -0.18 -0.28 0.32 0.3070
C 1.1157 -6.5943 9.7618 -1.07 -1.97 1.17 -0.6627
O 0.1095 -6.8191 10.7833 -1.11 0.77 0.26 -0.3448
C -0.6536 -8.0663 10.6755 1.70 0.23 -2.29 -0.7451
C -1.5274 -8.2052 11.8466 1.27 0.00 1.23 -0.5874
N -0.5875 -8.4864 12.9330 -1.72 -0.55 1.40 -0.4259
C -1.2551 -8.2293 14.2328 3.24 0.36 0.77 -0.6263
C -0.1230 -8.3999 15.3873 -0.46 0.94 -0.20 -0.6757
O 0.7349 -7.2504 15.3746 0.17 0.54 -0.40 -0.3081
C 1.8664 -7.3538 16.2233 -0.36 -0.53 0.16 -0.7451
H 1.7506 -5.7160 9.8774 -0.78 0.31 0.43 0.2345
H 0.5765 -6.6207 8.8149 0.64 -0.03 -0.36 0.2624
H 1.7535 -7.4486 9.9887 0.60 -0.19 -1.23 0.2997
H 0.0995 -8.8514 10.6075 0.05 -0.43 0.41 0.3940
H -1.1937 -8.2020 9.7385 -0.23 0.80 -0.36 0.5463
H -2.2410 -9.0285 11.8783 -0.05 0.00 -0.76 0.3633
H -2.0677 -7.2624 11.9321 -0.23 0.27 0.37 0.3032
H 0.2704 -7.9603 12.8477 -0.20 0.43 0.12 0.3270
H -2.1697 -8.8012 14.3896 0.37 -0.51 -0.05 0.3740
H -1.5550 -7.1814 14.2387 -0.11 0.29 0.45 0.3400
H 0.5733 -9.2340 15.3004 -0.57 -0.66 -0.59 0.3653
H -0.5164 -8.4267 16.4035 -0.65 -0.29 0.02 0.4478
H 1.6091 -7.5788 17.2583 -0.50 0.36 0.33 0.3025
H 2.4481 -6.4323 16.1995 -0.22 -0.06 -0.22 0.2458
H 2.5043 -8.2072 15.9932 0.22 -0.08 -0.68 0.3155
C -6.9827 8.6510 0.6718 1.55 -0.32 0.31 -0.6769
O -5.7399 9.1340 1.2266 0.44 -0.07 0.08 -0.3467
C -5.6295 10.4566 1.7874 -1.82 0.07 -0.92 -0.5165
C -6.5401 10.5392 3.0183 1.68 0.65 0.12 -0.5468
N -5.8459 9.8614 4.1220 -1.00 -0.33 1.04 -0.4027
C -4.7591 10.5160 4.9157 0.77 -0.44 -2.71 -0.3893
C -4.2445 9.6044 5.9792 0.21 -0.52 2.01 -0.7550
O -3.1538 8.7270 5.6903 -0.53 -0.15 -1.50 -0.3242
C -2.9530 7.7152 6.6506 0.44 0.24 -0.18 -0.7113
H -7.1573 9.0620 -0.3225 -0.49 0.59 0.26 0.2735
H -7.7965 8.6576 1.3968 -0.23 0.44 -0.35 0.3191
H -6.7718 7.6000 0.4740 0.01 -0.09 0.13 0.2348
H -5.9332 11.2031 1.0534 -0.20 0.09 -0.37 0.3218
H -4.5828 10.6856 1.9874 0.01 -0.51 0.20 0.3128
H -7.4738 10.0470 2.7459 0.00 -0.07 0.45 0.2839
H -6.7869 11.5724 3.2624 0.09 0.07 0.14 0.3443
H -5.3720 9.1199 3.6263 0.02 -0.60 0.36 0.2837
H -4.9331 11.5223 5.2967 -0.60 -0.22 -0.06 0.4253
H -3.9710 10.5754 4.1651 0.79 0.78 0.24 0.2382
H -5.1285 9.0545 6.3022 0.02 -0.43 0.31 0.3568
H -3.8362 10.1463 6.8323 -0.56 0.65 0.24 0.4302
H -2.1685 7.0561 6.2786 -0.18 -0.05 -0.27 0.2390
H -3.8542 7.1358 6.8510 -0.12 0.02 0.06 0.3092
H -2.5341 8.1257 7.5693 -0.30 0.19 0.38 0.2965
C -7.8982 -1.3912 2.4017 0.02 -1.70 -1.32 -0.7040
O -7.6652 -2.3201 1.2426 -0.46 1.73 1.13 -0.3359
C -8.2795 -3.5712 1.4554 -0.24 -0.60 -0.86 -0.6331
C -7.6693 -4.6109 0.4696 1.01 0.15 2.97 -0.6533
N -6.4397 -5.1111 1.1494 -0.51 -1.03 -0.91 -0.3698
C -5.8001 -6.0853 0.2338 -0.04 1.04 1.90 -0.6333
C -4.5507 -6.6795 0.9053 0.82 0.04 -0.79 -0.6090
O -3.5517 -5.7008 1.2912 -0.45 -1.74 0.02 -0.3811
C -2.8614 -5.1964 0.1692 -0.77 1.24 0.44 -0.6555
H -8.9714 -1.2474 2.5267 -0.07 -0.16 0.16 0.2883
H -7.4610 -0.4022 2.2648 0.31 -0.38 -0.48 0.2481
H -7.4501 -1.9074 3.2508 -0.15 0.31 0.30 0.3113
H -9.3616 -3.6412 1.3452 -0.49 0.98 -0.58 0.4492
H -8.2044 -3.8530 2.5057 0.80 -0.50 0.07 0.3516
H -7.4667 -4.2535 -0.5400 -0.25 0.42 -0.07 0.3756
H -8.3177 -5.4865 0.4377 -0.25 0.13 -0.24 0.3797
H -5.7635 -4.3861 1.3424 -0.12 0.38 -0.06 0.2742
H -5.6271 -5.4919 -0.6640 0.65 -0.69 -0.65 0.3707
H -6.5431 -6.8566 0.0306 0.21 -0.21 -0.13 0.3899
H -4.1030 -7.3753 0.1956 0.30 0.02 -0.42 0.4091
H -4.6992 -7.3397 1.7597 -0.68 0.63 0.31 0.3427
H -2.0084 -4.6343 0.5492 -0.04 0.01 -0.09 0.2320
H -3.6059 -4.5152 -0.2429 0.57 0.43 -0.91 0.2598
H -2.5201 -5.8943 -0.5954 -0.16 -0.48 0.22 0.2925
C 0.4815 -5.4114 -16.5509 -0.80 -0.16 0.13 -0.8561
O 0.7638 -4.0309 -16.2606 0.17 -1.96 0.22 -0.3145
C -0.4003 -3.1987 -16.1971 0.99 -0.49 -1.83 -0.6247
C 0.1146 -1.9012 -15.6536 -0.73 -0.78 0.76 -0.6596
N 0.5269 -2.2513 -14.2658 -0.51 0.85 -0.54 -0.3130
C 0.9464 -1.0806 -13.5354 0.97 0.75 1.27 -0.8116
C 1.1843 -1.3226 -11.9503 -0.24 -0.24 -1.90 -0.5316
O 2.3203 -2.1936 -11.7464 -0.86 0.69 1.75 -0.3341
C 2.5024 -2.4126 -10.3152 0.50 -1.43 -0.15 -0.8025
H 1.2566 -6.1698 -16.4409 1.14 1.05 -0.08 0.3040
H 0.0804 -5.5560 -17.5541 -0.08 0.29 -0.21 0.3165
H -0.2259 -5.8752 -15.8635 -0.68 0.61 0.27 0.3209
H -1.2311 -3.6688 -15.6708 0.19 0.16 0.51 0.3756
H -0.7128 -3.0641 -17.2326 -0.38 0.14 -0.28 0.4235
H -0.6827 -1.1719 -15.7967 -0.32 0.16 1.06 0.4275
H 0.8784 -1.4765 -16.3050 0.66 -0.34 0.05 0.3325
H 1.3195 -2.8638 -14.3942 0.02 -0.28 0.19 0.2291
H 0.2234 -0.2933 -13.7487 -0.49 -0.03 0.78 0.4624
H 1.8154 -0.6538 -14.0361 0.79 0.06 0.43 0.4054
H 0.2272 -1.7169 -11.6090 0.03 -0.84 0.13 0.2936
H 1.3168 -0.4649 -11.2909 0.23 0.70 -0.71 0.4582
H 2.1365 -3.3915 -10.0052 -0.64 -0.22 -0.42 0.2989
H 2.0798 -1.7416 -9.5674 -0.32 0.76 -0.75 0.3212
H 3.5462 -2.5368 -10.0269 0.37 0.56 -0.69 0.2781
```
Forces are in eV/Å.

## Properties
highest occupied orbital energy: -8.46 eV
structure (SMILES): COCCNCCOC.COCCNCCOC.COCCNCCOC.COCCNCCOC.COCCNCCOC.COCCNCCOC.COCCNCCOC.COCCNCCOC
Kohn-Sham gap: 8.95 eV
LUMO energy: 0.49 eV

---

# 2
A molecular structure, C23H36N9O2Ru. Source: OMol25; level of theory: the ωB97M-V functional and the def2-TZVPD basis.

Structure (XYZ):
```
71
Properties=species:S:1:pos:R:3:forces:R:3:mulliken_spin:R:1
Ru -0.4603 -1.0776 -0.5194 -0.80 0.42 -1.17 0.7474
O -2.8707 -1.3054 -0.8704 0.68 0.03 0.52 -0.0014
C -3.7183 -1.6846 0.2388 -0.21 0.03 0.08 0.0022
C -3.8062 -3.1877 0.4060 0.03 0.06 -0.08 0.0001
C -2.4447 -3.8488 0.2421 -0.15 -0.08 0.01 -0.0006
C -1.4015 -3.4080 1.2190 -0.09 -0.18 -0.47 0.0119
C -1.4645 -3.6941 2.5727 0.06 -0.12 -0.01 -0.0010
C -0.3916 -3.3892 3.3906 0.03 -0.02 0.09 0.0023
C 0.7527 -2.8269 2.8353 0.02 -0.08 -0.06 0.0004
C 0.7494 -2.5303 1.4922 0.04 -0.58 0.21 -0.0074
N -0.3201 -2.7907 0.6964 0.35 1.75 0.60 0.0010
H -3.2382 -1.6700 -1.6852 0.24 -0.05 -0.19 0.0006
H -4.7139 -1.2639 0.0976 0.05 0.12 -0.07 0.0004
H -3.2707 -1.2064 1.1070 0.02 0.01 0.01 0.0000
H -4.4775 -3.6189 -0.3391 -0.06 0.03 0.04 0.0005
H -4.2397 -3.3940 1.3869 -0.03 -0.05 -0.03 0.0000
H -2.0605 -3.6571 -0.7584 0.00 -0.13 -0.05 -0.0004
H -2.5651 -4.9294 0.3416 0.08 -0.02 0.01 0.0003
H -2.3456 -4.1774 2.9741 0.02 -0.05 -0.05 0.0006
H -0.4272 -3.6244 4.4469 -0.03 0.04 0.00 0.0000
H 1.6298 -2.6265 3.4344 0.01 -0.02 -0.02 0.0007
H 1.6166 -2.1265 0.9940 -0.11 0.19 0.05 0.0060
C 0.8607 1.7422 -1.8469 0.14 0.07 -0.23 0.0088
N 2.1974 1.4177 -1.4071 -0.03 -0.26 0.14 0.0034
C 3.2264 2.4143 -1.7295 0.12 0.04 -0.05 -0.0001
C 4.5732 1.7471 -1.8891 -0.07 -0.13 0.01 0.0003
C 4.8455 0.9100 -0.6576 0.00 0.13 -0.05 -0.0002
N 3.7370 -0.0231 -0.4317 -0.04 -0.26 0.04 0.0039
C 4.0117 -1.2758 0.2678 -0.09 0.06 -0.02 0.0004
C 2.4760 0.2536 -0.7866 0.15 0.70 -0.31 0.0004
O 1.5810 -0.6059 -0.5047 -0.76 -0.81 0.33 -0.0116
H 0.7753 1.6699 -2.9343 -0.03 0.00 0.04 -0.0013
H 0.6138 2.7608 -1.5461 -0.05 -0.02 0.06 0.0001
H 0.1397 1.0661 -1.3961 -0.13 0.03 0.09 0.0032
H 3.2638 3.1688 -0.9387 -0.07 0.02 0.00 -0.0001
H 2.9307 2.9110 -2.6533 -0.03 -0.02 0.00 0.0002
H 5.3509 2.4984 -2.0109 0.00 0.00 -0.02 -0.0001
H 4.5690 1.1076 -2.7740 0.03 0.04 -0.02 -0.0001
H 4.9754 1.5503 0.2194 0.01 -0.04 0.03 -0.0002
H 5.7551 0.3274 -0.7835 -0.02 -0.05 0.01 0.0001
H 5.0818 -1.4583 0.2458 -0.01 0.01 0.01 0.0000
H 3.5050 -2.1018 -0.2257 0.07 -0.04 -0.05 -0.0002
H 3.6843 -1.2303 1.3088 0.07 0.03 0.04 0.0000
C -2.3512 1.9337 -0.8719 -0.12 0.03 0.10 0.0024
N -1.6579 2.3451 0.3450 0.12 -0.17 -0.02 -0.0017
C -1.3803 3.7785 0.4180 0.02 0.03 0.01 0.0005
C -1.2309 1.4716 1.2731 0.28 0.32 -0.30 -0.0067
N -1.1415 0.1629 1.0076 0.46 -0.91 0.01 0.0407
N -0.8618 1.9401 2.4861 -0.13 -0.10 0.15 -0.0010
C -1.6585 2.9212 3.2304 0.03 -0.01 0.06 -0.0001
C 0.0549 1.1701 3.3178 -0.04 0.05 0.02 0.0034
H -3.3019 2.4632 -0.9454 0.00 0.00 0.01 -0.0003
H -2.5455 0.8674 -0.8612 -0.06 0.01 0.02 0.0019
H -1.7604 2.1902 -1.7521 -0.03 0.02 -0.02 0.0000
H -1.1074 4.1257 -0.5784 0.01 -0.02 0.00 0.0001
H -0.5568 3.9770 1.0979 0.01 -0.02 0.01 -0.0002
H -2.2546 4.3468 0.7361 -0.01 -0.01 -0.01 -0.0001
H -1.0835 -0.3819 1.8603 -0.11 0.18 0.16 0.0048
H -2.4839 3.2913 2.6332 0.01 -0.01 -0.01 0.0000
H -1.0357 3.7540 3.5562 -0.02 0.03 -0.06 0.0000
H -2.0720 2.4416 4.1196 -0.01 -0.03 -0.02 0.0000
H -0.4704 0.4660 3.9719 -0.01 -0.01 -0.01 -0.0008
H 0.6011 1.8669 3.9520 0.00 -0.02 0.00 0.0002
H 0.7693 0.6331 2.6976 0.02 0.00 -0.01 -0.0009
N -0.5650 -1.4937 -2.4787 0.13 -0.54 0.73 0.0596
C -0.3390 -1.0324 -3.5374 0.10 0.57 -0.72 0.0015
C -0.1638 -0.4323 -4.7432 -0.13 -0.11 0.20 0.0825
C 1.0154 -0.6503 -5.5115 0.20 0.06 0.08 -0.0156
N 1.9899 -0.7987 -6.1056 -0.12 -0.02 0.10 0.0373
C -1.1553 0.5134 -5.1456 -0.03 -0.07 -0.03 -0.0138
N -1.9392 1.3170 -5.4010 0.02 -0.07 0.08 0.0356
```
Forces are in eV/Å.

## Properties
highest occupied orbital energy (alpha / beta): -13.63 / -13.48 eV
net charge: +2
spin multiplicity: 2
Kohn-Sham gap (alpha / beta): 5.69 / 5.37 eV
LUMO energy (alpha / beta): -7.94 / -8.12 eV

---

Max |F| / eV/Å: 3.66 1.89
Relative energy (zero: lowest compared OMol25 entry of this formula, charge and spin) / eV: 9.630 2.242